Entry 1:
ORCA calculation (ωB97M-V with the def2-TZVPD basis set) on a cluster of 2 separate species, C6H16NO in total at a distorted geometry.

Calculated values
Total energy (a.u.): -367.870540
Frontier orbital gap (eV): 10.2
Energy above the lowest of the compared OMol25 structures with the same formula, charge and spin (kcal per mole): 70.2
Total charge: +1

Atoms and positions in Å:
C -2.12180 1.58863 -0.29551
C -0.89101 0.90448 0.01474
C -1.02939 -0.73386 -0.07057
C 0.30289 -1.33671 -0.02380
C 0.85034 -1.61067 1.16495
C 0.99179 -1.94403 -1.33003
N -0.43700 1.11019 1.47877
H -2.48263 1.40774 -1.32662
H -2.23876 2.81281 -0.20256
H -2.78977 1.42754 0.51493
H -0.02454 1.02973 -0.63482
H -1.57193 -0.87576 -1.07141
H -1.64391 -1.10301 0.75072
H 0.39839 -1.40073 2.14494
H 1.74178 -2.15074 1.17547
H 0.57828 -1.68820 -2.32372
H 2.00854 -1.46958 -1.06456
H 0.79186 -3.08426 -1.12919
H -0.40219 2.10430 1.57537
H 0.38453 0.46742 1.67768
H -1.17868 0.92893 2.12189
H 2.69435 1.98811 -1.24667
H 3.17830 0.44352 -1.27316
O 2.89057 1.18413 -0.62684

Löwdin atomic charge list, values in e, 6 entries:
1 C -0.0775
2 C -0.3167
3 C -0.1140
4 C -0.3848
5 C 0.0297
6 C -0.0195



Entry 2:
ORCA calculation (ωB97M-V with the def2-TZVPD basis set) on a structure of composition C24H28CsGeN3O11S at a distorted geometry.

Calculated values
Total energy (a.u.): -4418.665990
Frontier orbital gap (eV): 4.5
Energy above the lowest of the compared OMol25 structures with the same formula, charge and spin (kcal per mole): 42.3
Total charge: -2

Atoms and positions in Å:
Cs 0.88580 -1.89855 0.54488
O 4.89484 -3.58667 -1.04165
C 4.09160 -2.63487 -0.49665
O 3.04808 -2.97436 0.01497
C 4.64504 -1.25953 -0.61211
C 6.02271 -1.11033 -0.75340
C 6.50724 0.21391 -0.85777
C 5.64093 1.26016 -0.87102
C 4.21368 1.01833 -0.73446
N 3.76027 -0.27912 -0.56963
C 3.29712 2.01822 -0.78749
O 3.66203 3.36467 -0.94528
O 1.98216 1.85282 -0.39675
H 4.41381 -4.41541 -0.92712
H 6.68091 -1.96441 -0.78164
H 7.57646 0.38518 -0.93217
H 5.99095 2.27983 -0.96193
H 3.75362 3.75324 -0.06395
C -3.47238 -0.50761 1.08956
C -3.02695 -1.29656 -0.09051
N -1.81671 -1.32857 -0.57999
C -1.84412 -2.22440 -1.62362
C -3.11632 -2.73058 -1.76924
N -3.84730 -2.12560 -0.79064
C -3.80618 -3.67206 -2.72586
O -3.07744 -4.17434 -3.63063
O -5.00977 -3.87545 -2.50824
C -0.61425 -2.55818 -2.37262
O -0.74955 -3.41563 -3.36239
O 0.46761 -2.07867 -2.08231
H -2.80583 0.33992 1.23264
H -3.41714 -1.12196 1.99095
H -4.49714 -0.15343 0.96454
H -4.82429 -2.33553 -0.66794
H -1.74107 -3.71172 -3.50049
C -4.35489 1.94066 5.45054
C -3.32851 0.94225 4.97604
C -2.16570 1.35592 4.33765
C -1.23159 0.42952 3.89016
C -1.45603 -0.92143 4.08292
C -2.60485 -1.35000 4.73154
C -3.53434 -0.42291 5.17278
S -0.30003 -2.13659 3.42720
O -0.07020 -3.06869 4.51622
O -1.01600 -2.70906 2.29041
O 0.87049 -1.36712 3.02977
H -4.04351 2.95984 5.22281
H -4.50431 1.86208 6.52970
H -5.31684 1.75923 4.96649
H -1.98817 2.41488 4.18318
H -0.32258 0.73603 3.38736
H -2.74939 -2.41379 4.87739
H -4.43735 -0.75557 5.67489
C 0.70890 4.50893 -2.42523
Ge 0.68579 2.57458 -2.88555
C -1.18319 2.14307 -3.41773
C 1.84512 2.28240 -4.46397
C 1.13482 1.32081 -1.40187
H 0.53383 5.12066 -3.31245
H 1.67952 4.76891 -2.00252
H -0.06535 4.73667 -1.69062
H -1.52500 2.74883 -4.25907
H -1.85699 2.30901 -2.57521
H -1.24830 1.08998 -3.69730
H 1.59980 2.94605 -5.29485
H 1.72807 1.24895 -4.79420
H 2.88765 2.43374 -4.18113
H 1.56559 0.41160 -1.83251
H 0.19512 1.04780 -0.91287

Löwdin atomic charge list, values in e, 6 entries:
1 Cs 1.6506
2 O 0.0863
3 C -0.4520
4 O -0.2267
5 C -0.2614
6 C -0.0816



Entry 3:
ORCA calculation (ωB97M-V with the def2-TZVPD basis set) on a cluster of 2 separate species, C3H10N2O2 in total at a distorted geometry.

Calculated values
SMILES: CNCC(N)=O.O
Total energy (a.u.): -380.214873
Frontier orbital gap (eV): 9.7
Energy above the lowest of the compared OMol25 structures with the same formula, charge and spin (kcal per mole): 76.4

Atoms and positions in Å:
C -0.04175 1.52742 0.78390
N 0.76139 0.49379 0.06259
C 0.93040 -0.90975 0.59147
C -0.29310 -1.54275 1.06118
N -1.03645 -2.24167 0.07285
O -0.65928 -1.53832 2.22997
H 0.36456 1.66148 1.77756
H -1.09704 1.19339 0.83550
H -0.22245 2.14914 0.08482
H 0.19885 0.27845 -0.92054
H 1.79856 -0.83657 1.26512
H 1.36799 -1.24318 -0.32915
H -0.80869 -2.35979 -0.96454
H -1.87551 -2.52728 0.49184
H -0.52762 1.99165 -2.14652
H 0.99145 2.15664 -2.16319
O 0.14868 1.74735 -2.73288

Löwdin atomic charge list, values in e, 6 entries:
1 C -0.0977
2 N -0.1302
3 C -0.1796
4 C -0.5299
5 N 0.1382
6 O 0.0505